No. 1
{
  "formula": "C51H52BF5NO23",
  "method": "the ωB97M-V functional and the def2-TZVPD basis",
  "homo_lumo_gap_ev": 5.38,
  "charge": 1,
  "symbols": ["C", "C", "C", "C", "C", "C", "C", "C", "C", "C", "C", "C", "C", "C", "C", "O", "O", "C", "F", "F", "C", "F", "F", "F", "C", "C", "N", "C", "B", "C", "O", "H", "H", "H", "H", "H", "H", "H", "H", "H", "H", "H", "H", "H", "H", "H", "H", "H", "H", "H", "H", "H", "H", "H", "H", "H", "H", "H", "H", "H", "H", "H", "H", "C", "C", "C", "O", "C", "C", "C", "O", "O", "O", "H", "H", "H", "H", "C", "C", "C", "O", "C", "C", "C", "O", "O", "O", "H", "H", "H", "H", "C", "C", "C", "O", "C", "C", "C", "O", "O", "O", "H", "H", "H", "H", "C", "C", "C", "O", "C", "C", "C", "O", "O", "O", "H", "H", "H", "H", "C", "C", "C", "O", "C", "C", "C", "O", "O", "O", "H", "H", "H", "H"],
  "positions_angstrom": [[2.2821, 3.0309, 5.4799], [0.6743, 2.7072, 5.4707], [0.2311, 1.5131, 6.5484], [0.2800, 0.0255, 5.8507], [1.7916, -0.6268, 5.9535], [1.7916, -2.2512, 5.6679], [2.4268, -2.6046, 4.1634], [3.6148, -3.7204, 4.3271], [4.4255, -4.0894, 2.9527], [3.5167, -4.1437, 1.5920], [4.1868, -3.1145, 0.4747], [3.0839, -2.7875, -0.7331], [2.7311, -1.1876, -0.6115], [3.9280, -0.1140, -1.0376], [5.4240, -0.5995, -1.6020], [5.3760, -1.3908, -2.7031], [6.6690, -0.2152, -0.9153], [7.7948, -0.0562, -1.8488], [7.4198, 0.8311, -3.0068], [8.3639, -1.3706, -2.3287], [9.0881, 0.7170, -1.1232], [9.9151, 1.4833, -2.1197], [8.6456, 1.5963, -0.0044], [9.9842, -0.3828, -0.6185], [3.5227, 1.4997, -0.8731], [2.0324, 1.9526, -0.3572], [0.9639, 0.9183, 0.0089], [1.2592, -0.5852, -0.0935], [-0.0004, -1.5990, 0.3071], [-0.5099, -2.6082, -0.9286], [-0.6838, -1.6312, 1.6154], [2.4419, 4.0904, 4.9591], [2.9370, 2.2622, 4.8605], [2.7050, 3.0713, 6.5779], [0.3286, 2.4271, 4.3684], [0.1202, 3.6988, 5.7818], [0.8367, 1.5789, 7.5621], [-0.8955, 1.7770, 6.8400], [-0.0831, 0.0796, 4.7261], [-0.4621, -0.6570, 6.4546], [2.5686, -0.1283, 5.2229], [2.1871, -0.4753, 7.0526], [2.4747, -2.8316, 6.4538], [0.6975, -2.6598, 5.8063], [1.5292, -3.1363, 3.5845], [2.7220, -1.6505, 3.5536], [4.4189, -3.2413, 5.0686], [3.2581, -4.7141, 4.8840], [4.8611, -5.1896, 3.1103], [5.3754, -3.4105, 2.7470], [3.6398, -5.2313, 1.1165], [2.3672, -3.9920, 1.7463], [5.0857, -3.7110, -0.0372], [4.5335, -2.1603, 1.0561], [3.5195, -3.0835, -1.8003], [2.1758, -3.5037, -0.5273], [4.3073, 2.3160, -1.1683], [1.7625, 3.0912, -0.2617], [-0.0002, 1.2470, 0.3149], [0.2091, -2.4453, -1.8649], [-1.5914, -2.3558, -1.3050], [-0.4517, -3.7410, -0.5885], [-1.6756, -1.4650, 1.5048], [-4.1125, 2.7720, 4.5810], [-5.0812, 3.3981, 3.9100], [-5.5767, 4.7365, 4.3356], [-6.4548, 5.2955, 3.6880], [-4.9841, 5.3399, 5.5395], [-4.0177, 4.7120, 6.2123], [-3.5035, 3.3866, 5.7706], [-2.6017, 2.8426, 6.3990], [-3.4582, 5.2721, 7.3460], [-5.6603, 2.8255, 2.7924], [-3.7413, 1.8000, 4.2814], [-5.3657, 6.3047, 5.8480], [-2.7821, 4.6275, 7.6490], [-6.3321, 3.4729, 2.4860], [8.8319, 4.4561, -5.6940], [9.3268, 3.4824, -4.9274], [10.6252, 2.8283, -5.2498], [11.0637, 1.9495, -4.5161], [11.3373, 3.2691, -6.4594], [10.8405, 4.2404, -7.2278], [9.5561, 4.9130, -6.8901], [9.1341, 5.8153, -7.6056], [11.5032, 4.6576, -8.3675], [8.6504, 3.0458, -3.8031], [7.8904, 4.9417, -5.4702], [12.2710, 2.7731, -6.6918], [10.9442, 5.3696, -8.7484], [9.2124, 2.3381, -3.4190], [-1.1291, -5.1276, -3.9482], [-0.4990, -4.1091, -4.5367], [-0.8889, -3.6392, -5.8950], [-0.3040, -2.6886, -6.4022], [-1.9757, -4.3513, -6.5850], [-2.6034, -5.3720, -5.9977], [-2.2318, -5.8238, -4.6287], [-2.8394, -6.7531, -4.1078], [-3.6238, -6.0475, -6.6416], [0.5401, -3.4515, -3.9043], [-0.8576, -5.4780, -2.9604], [-2.2370, -4.0110, -7.5788], [-3.9163, -6.7411, -6.0107], [0.8284, -2.7542, -4.5327], [-10.2013, 7.4032, -0.4042], [-9.7683, 6.2339, 0.0712], [-8.8918, 6.1642, 1.2731], [-8.5252, 5.0741, 1.6978], [-8.4917, 7.4294, 1.9086], [-8.9220, 8.5987, 1.4310], [-9.8206, 8.6666, 0.2461], [-10.2145, 9.7553, -0.1586], [-8.5477, 9.7917, 2.0217], [-10.1197, 5.0424, -0.5362], [-10.8406, 7.4683, -1.2755], [-7.8400, 7.3653, 2.7705], [-8.9888, 10.4934, 1.4948], [-9.6836, 4.3405, -0.0057], [-7.4198, -7.1649, -2.1868], [-6.5444, -7.5942, -3.0980], [-6.7033, -7.2608, -4.5407], [-5.8725, -7.6537, -5.3521], [-7.8742, -6.4640, -4.9390], [-8.7512, -6.0377, -4.0281], [-8.5772, -6.3478, -2.5825], [-9.3902, -5.9265, -1.7666], [-9.8553, -5.2907, -4.3959], [-5.4555, -8.3648, -2.7340], [-7.3152, -7.3979, -1.1347], [-7.9872, -6.2439, -5.9928], [-10.3342, -5.1037, -3.5591], [-4.9735, -8.5467, -3.5699]],
  "forces_ev_per_angstrom": [[0.1, 0.5, -0.5], [0.4, -0.1, 0.6], [-1.1, 0.7, -0.7], [0.6, 0.2, 0.7], [-0.1, -0.6, 0.5], [0.7, 0.2, -0.1], [-1.6, -1.6, 0.4], [1.1, 0.9, 0.5], [0.1, -1.3, 0.0], [1.0, -0.8, -0.9], [-0.5, -1.2, 0.0], [0.2, 0.2, 0.7], [0.0, 3.1, -0.7], [-3.5, 2.0, 2.1], [-1.2, -4.3, -5.7], [0.7, 5.7, 7.8], [-0.7, -0.1, -3.7], [0.9, -0.3, -2.0], [0.9, -3.4, 3.8], [-2.5, 4.7, 1.4], [2.3, -0.4, 1.3], [-3.0, -2.9, 4.2], [1.8, -3.1, -4.2], [-3.2, 4.4, -1.4], [-2.6, -2.8, 0.8], [1.6, -3.3, -0.7], [4.9, -1.2, -1.6], [3.0, 2.1, -0.5], [-2.0, -1.5, 0.5], [0.9, 0.4, -0.6], [0.3, 1.7, -3.3], [-0.2, -2.2, 1.2], [-1.5, 1.4, 1.4], [-0.9, 0.0, -2.2], [0.6, 0.5, 2.3], [1.1, -2.0, -0.7], [-0.9, -0.2, -2.3], [2.7, -0.9, -0.7], [0.7, -0.1, 2.3], [1.5, 1.1, -1.3], [-1.7, -0.8, 1.5], [-0.8, -0.1, -2.2], [-1.5, 1.4, -1.6], [2.2, 0.7, -0.5], [1.9, 1.3, 0.9], [-0.3, -1.8, 1.3], [-1.7, -1.1, -1.5], [0.4, 2.3, -1.4], [-0.8, 2.5, -0.3], [-2.1, -1.2, 0.6], [-0.4, 2.3, 1.0], [2.2, 0.1, -0.2], [-1.8, 1.7, 1.3], [-0.5, -1.7, -1.4], [-1.0, 1.1, 2.3], [1.5, 1.8, -0.5], [-1.8, -1.6, 0.7], [0.5, -2.6, -0.2], [1.8, -0.6, -0.4], [-1.7, -0.6, 2.0], [1.9, -0.6, 0.9], [-0.3, 2.3, -0.7], [1.9, -0.9, 0.2], [0.3, 0.0, 0.3], [-0.5, -1.2, -1.5], [-0.7, 1.1, 0.1], [0.9, -0.7, 0.4], [-0.2, 0.0, -0.3], [0.4, 1.2, 1.5], [0.4, -0.8, -0.1], [-0.8, 0.7, -0.3], [-0.2, -1.4, -1.5], [0.4, 1.4, 1.4], [0.0, 0.0, 0.0], [0.0, -0.1, 0.0], [-0.3, 0.3, -0.1], [0.1, -0.2, 0.1], [0.1, 0.2, -0.3], [-1.4, -0.1, 1.3], [0.9, -0.6, 0.0], [-0.5, 0.6, -0.4], [-0.1, -0.2, 0.4], [1.3, 0.2, -1.5], [-0.9, 0.7, -0.1], [0.5, -0.7, 0.4], [-1.5, 0.0, 1.4], [1.4, 0.3, -1.6], [0.1, 0.0, 0.0], [-0.1, 0.0, 0.0], [0.2, -0.3, 0.1], [-0.3, 0.5, -0.3], [-0.1, -0.1, 0.1], [1.0, 0.3, 1.2], [-0.2, 0.5, -1.1], [-0.1, -0.6, 0.7], [0.4, 0.4, 0.1], [-1.5, -0.8, -1.4], [-0.2, -0.7, 0.8], [0.4, 0.7, -0.5], [1.6, 0.6, 1.6], [-1.0, -0.2, -1.4], [0.0, 0.0, -0.1], [0.0, 0.0, 0.1], [-0.2, 0.1, -0.3], [-0.1, -0.3, 0.1], [0.0, 0.3, 0.0], [-0.8, -1.2, -1.2], [0.6, -0.2, 0.8], [-0.4, 0.4, -0.7], [0.0, -0.4, 0.0], [0.8, 1.3, 1.1], [-0.7, 0.5, -0.8], [0.5, -0.7, 0.5], [-0.9, -1.2, -1.3], [0.9, 1.1, 1.3], [0.0, 0.0, 0.1], [0.0, 0.0, 0.0], [0.2, -0.3, 0.2], [-0.2, 0.3, -0.2], [-0.3, 0.2, 0.1], [1.4, -1.1, 1.0], [-0.1, 0.1, -0.9], [-0.2, 0.1, 0.6], [0.4, -0.2, -0.1], [-1.4, 1.0, -1.0], [-0.2, -0.1, 1.2], [0.5, -0.2, -0.9], [1.3, -1.0, 1.3], [-1.3, 1.0, -1.3], [0.0, 0.0, -0.1], [0.0, 0.0, 0.1], [0.2, -0.1, -0.3], [-0.1, 0.1, 0.4]],
  "mulliken_charge": [-0.95, -0.13, -0.33, -0.30, -0.29, -0.64, 0.07, -0.83, -0.73, -0.34, -0.74, -0.60, 0.24, 0.29, 0.60, -0.48, -0.24, 0.85, -0.28, -0.25, 0.51, -0.30, -0.21, -0.22, -0.62, -0.32, 0.06, 0.13, 0.19, -0.64, -0.52, 0.32, 0.18, 0.25, 0.09, 0.21, 0.30, 0.14, -0.08, 0.36, 0.03, 0.27, 0.37, 0.32, 0.04, 0.07, 0.30, 0.30, 0.30, 0.35, 0.35, 0.22, 0.19, 0.43, 0.39, 0.22, 0.40, 0.36, 0.30, 0.14, 0.34, 0.22, 0.31, -0.92, 0.33, 0.79, -0.46, -0.78, 0.30, 0.76, -0.58, -0.57, -0.59, 0.51, 0.46, 0.33, 0.32, -0.75, 0.32, 1.02, -0.58, -0.98, 0.31, 0.94, -0.60, -0.56, -0.48, 0.42, 0.41, 0.35, 0.31, -0.92, 0.19, 0.97, -0.62, -0.79, 0.33, 0.87, -0.52, -0.57, -0.43, 0.46, 0.44, 0.28, 0.30, -0.87, 0.32, 0.86, -0.58, -0.83, 0.48, 0.79, -0.60, -0.57, -0.57, 0.41, 0.49, 0.35, 0.35, -0.78, 0.35, 0.95, -0.67, -0.95, 0.39, 0.87, -0.60, -0.56, -0.58, 0.43, 0.44, 0.35, 0.34]
}


No. 2
{
  "formula": "C51H53CsN10P2S2",
  "method": "the ωB97M-V functional and the def2-TZVPD basis",
  "de_lowest_kj_mol": 0.0,
  "homo_lumo_gap_ev": 5.55,
  "charge": -2,
  "symbols": ["Cs", "C", "C", "C", "C", "C", "N", "C", "C", "C", "C", "C", "C", "C", "N", "C", "C", "C", "N", "C", "C", "N", "C", "C", "C", "N", "H", "H", "H", "H", "H", "H", "H", "H", "H", "H", "H", "H", "H", "H", "H", "H", "H", "H", "S", "P", "C", "P", "S", "C", "C", "C", "C", "C", "C", "C", "C", "C", "C", "C", "C", "C", "C", "C", "C", "C", "C", "C", "C", "C", "C", "C", "C", "H", "H", "H", "H", "H", "H", "H", "H", "H", "H", "H", "H", "H", "H", "H", "H", "H", "H", "H", "H", "C", "N", "C", "N", "C", "N", "C", "N", "C", "C", "H", "H", "H", "H", "H", "H", "H", "H", "H", "H", "H", "H", "N", "H", "H", "H"],
  "positions_angstrom": [[0.2772, 0.1988, -0.4469], [2.1709, 4.3283, -7.6448], [1.6994, 4.1222, -6.2309], [1.8230, 5.1130, -5.2641], [1.4265, 4.9039, -3.9567], [0.8800, 3.6788, -3.5117], [0.6230, 3.4102, -2.2019], [0.1435, 4.4113, -1.4332], [-0.8883, 5.2951, -1.8555], [-1.4516, 6.2388, -1.0265], [-1.0314, 6.4121, 0.2946], [-1.7039, 7.3913, 1.2158], [0.0011, 5.5924, 0.7257], [0.5767, 4.6350, -0.1005], [1.6661, 3.8916, 0.4390], [2.8220, 4.3885, 0.9273], [3.5118, 3.3375, 1.4883], [2.6760, 2.2228, 1.2893], [1.5661, 2.5746, 0.6583], [0.7154, 2.7023, -4.5289], [1.1251, 2.9194, -5.8332], [0.0802, 1.4667, -4.2355], [-1.0681, 1.2926, -3.5350], [-1.4278, -0.0261, -3.6665], [-0.4162, -0.5794, -4.4749], [0.4788, 0.3289, -4.8299], [2.3630, 5.3848, -7.8432], [1.4302, 3.9849, -8.3714], [3.0976, 3.7835, -7.8505], [2.2571, 6.0725, -5.5325], [1.5719, 5.6894, -3.2242], [-1.2474, 5.1985, -2.8736], [-2.2565, 6.8583, -1.4121], [-2.0425, 8.2782, 0.6755], [-1.0272, 7.7227, 2.0064], [-2.5832, 6.9547, 1.7009], [0.3855, 5.6791, 1.7384], [3.0527, 5.4350, 0.8179], [4.4784, 3.3643, 1.9604], [2.8098, 1.1916, 1.5890], [0.9759, 2.1142, -6.5426], [-1.4858, 2.1137, -2.9773], [-2.2378, -0.5421, -3.1818], [-0.2898, -1.6060, -4.7817], [-2.0360, -1.9918, -0.7017], [-0.4004, -3.1543, -0.2622], [0.8776, -2.4467, 0.4708], [1.5696, -2.6568, 1.9513], [2.7381, -1.1647, 2.6713], [0.3026, -3.0049, 3.2450], [-0.0260, -4.2864, 3.6729], [-1.0690, -4.4931, 4.5686], [-1.8063, -3.4209, 5.0404], [-1.4906, -2.1347, 4.6134], [-0.4427, -1.9317, 3.7332], [2.6105, -4.1720, 2.0758], [3.1073, -4.6200, 3.3000], [3.9105, -5.7467, 3.3651], [4.2541, -6.4254, 2.2002], [3.7932, -5.9662, 0.9771], [2.9730, -4.8454, 0.9190], [-1.1072, -4.6715, 0.5144], [-2.3099, -4.6401, 1.2082], [-2.7709, -5.7686, 1.8730], [-2.0380, -6.9448, 1.8469], [-0.8382, -6.9907, 1.1454], [-0.3793, -5.8616, 0.4858], [0.0986, -3.8088, -1.9063], [1.3148, -3.4136, -2.4472], [1.6781, -3.8121, -3.7293], [0.8323, -4.6212, -4.4699], [-0.3857, -5.0253, -3.9302], [-0.7537, -4.6139, -2.6605], [0.5130, -5.1452, 3.2913], [-1.3121, -5.5037, 4.8763], [-2.6273, -3.5776, 5.7307], [-2.0696, -1.2901, 4.9696], [-0.1708, -0.9302, 3.4166], [2.8607, -4.0706, 4.2011], [4.2768, -6.0923, 4.3253], [4.8881, -7.3038, 2.2490], [4.0674, -6.4797, 0.0621], [2.5984, -4.4701, -0.0284], [-2.8745, -3.7151, 1.2141], [-3.7046, -5.7212, 2.4223], [-2.3979, -7.8245, 2.3691], [-0.2550, -7.9041, 1.1140], [0.5561, -5.9077, -0.0579], [1.9561, -2.7770, -1.8450], [2.6188, -3.4756, -4.1485], [1.1119, -4.9299, -5.4709], [-1.0546, -5.6525, -4.5090], [-1.7147, -4.9013, -2.2500], [-2.5939, 2.8303, 0.8838], [-3.5243, 3.4170, 1.8634], [-4.3829, 2.3432, 2.3673], [-3.6269, 1.2521, 2.9822], [-2.6998, 0.7194, 1.9695], [-1.7931, 1.7555, 1.4680], [-1.0382, 2.3035, 2.5962], [-1.9257, 2.8749, 3.6219], [-2.7263, 3.9205, 2.9837], [-2.8296, 1.8171, 4.0722], [-1.9331, 3.6120, 0.5047], [-3.1739, 2.4245, 0.0507], [-4.9674, 1.9398, 1.5367], [-5.0698, 2.7612, 3.1109], [-3.2685, 0.3032, 1.1359], [-2.1182, -0.0951, 2.4030], [-0.3666, 3.0793, 2.2317], [-0.4334, 1.5111, 3.0443], [-2.0560, 4.6983, 2.6109], [-3.4000, 4.3559, 3.7294], [-3.5069, 2.2269, 4.8289], [-2.2356, 1.0212, 4.5266], [3.4834, 0.2337, -1.2792], [3.2844, 1.1910, -1.0099], [4.4197, 0.2111, -1.6631], [3.4826, -0.3293, -0.4309]],
  "forces_ev_per_angstrom": [[0.2, 0.8, -0.6], [0.0, 0.0, -0.1], [0.0, -0.1, 0.0], [0.0, 0.1, 0.0], [0.0, 0.0, 0.0], [0.0, -0.1, -0.1], [0.1, 0.1, 0.1], [0.0, 0.0, 0.1], [0.0, 0.0, 0.0], [0.0, 0.0, 0.0], [0.0, 0.0, 0.0], [0.0, 0.1, 0.1], [0.0, 0.0, 0.0], [0.0, 0.0, -0.1], [0.0, 0.0, 0.0], [0.0, 0.0, 0.0], [0.1, 0.1, 0.0], [0.0, 0.1, 0.0], [0.1, 0.2, 0.2], [0.1, 0.1, 0.0], [0.0, 0.1, 0.0], [-0.1, -0.1, 0.0], [0.1, 0.0, 0.0], [0.0, 0.0, 0.1], [0.0, 0.0, 0.0], [0.1, -0.1, -0.1], [0.0, 0.0, 0.0], [0.0, 0.0, 0.0], [0.0, 0.0, 0.0], [0.0, 0.0, 0.0], [0.0, 0.0, 0.0], [0.0, 0.0, 0.0], [0.0, 0.0, 0.0], [0.0, 0.0, 0.0], [0.0, 0.0, 0.0], [0.0, 0.0, 0.0], [0.0, 0.0, 0.0], [0.0, 0.0, 0.0], [0.0, 0.0, 0.0], [0.1, 0.0, 0.0], [0.0, 0.0, 0.0], [0.0, 0.0, 0.0], [0.0, 0.0, 0.0], [0.0, 0.0, 0.0], [-0.2, -0.6, 0.1], [-0.9, 0.1, -0.2], [0.6, -0.7, 0.4], [-0.1, 0.3, 0.0], [-0.2, -0.2, -0.1], [0.1, -0.1, 0.1], [-0.1, 0.0, 0.0], [0.0, 0.0, 0.0], [0.0, 0.0, 0.0], [0.0, 0.0, 0.0], [0.0, 0.0, 0.0], [0.2, 0.1, 0.1], [0.0, 0.0, -0.1], [0.0, 0.0, 0.0], [0.1, -0.1, 0.0], [0.0, 0.0, -0.1], [-0.1, 0.0, 0.0], [0.1, -0.1, 0.0], [0.0, 0.0, 0.0], [0.0, 0.0, 0.0], [0.0, -0.1, 0.0], [0.0, 0.0, 0.0], [0.0, 0.0, 0.0], [0.0, 0.0, 0.0], [0.0, 0.0, 0.0], [0.1, 0.0, 0.0], [0.0, 0.0, -0.1], [0.0, 0.0, 0.0], [0.0, 0.0, 0.0], [0.0, 0.0, 0.0], [0.0, 0.0, 0.0], [0.0, 0.0, 0.0], [0.0, 0.0, 0.0], [0.0, 0.0, 0.0], [0.0, 0.0, 0.0], [0.0, 0.0, 0.0], [0.0, 0.0, 0.0], [0.0, 0.0, 0.0], [0.0, 0.0, 0.0], [0.0, 0.0, 0.0], [0.0, 0.0, 0.0], [0.0, 0.0, 0.0], [0.0, 0.0, 0.0], [0.0, 0.0, 0.0], [0.0, 0.0, 0.0], [0.0, 0.0, 0.0], [0.0, 0.0, 0.0], [0.0, 0.0, 0.0], [0.0, 0.0, 0.0], [0.0, 0.0, -0.1], [0.0, 0.0, 0.0], [0.0, 0.0, 0.0], [0.0, 0.0, 0.0], [0.0, 0.0, 0.0], [-0.1, 0.0, 0.0], [0.0, 0.0, 0.0], [0.1, 0.0, 0.0], [0.0, 0.0, 0.0], [0.0, 0.0, 0.0], [0.0, 0.0, 0.0], [0.0, 0.0, 0.0], [0.0, 0.0, 0.0], [0.0, 0.0, 0.0], [0.0, 0.0, 0.0], [0.0, 0.0, 0.0], [0.0, 0.0, 0.0], [0.0, 0.0, 0.0], [0.0, 0.0, 0.0], [0.0, 0.0, 0.0], [0.0, 0.0, 0.0], [0.0, 0.0, 0.0], [0.0, -0.1, 0.0], [0.0, 0.0, 0.0], [0.0, 0.0, 0.0], [0.0, 0.0, 0.0]],
  "mulliken_charge": [1.03, -1.48, 0.90, -1.15, -0.17, -0.01, -0.20, 0.16, 0.12, -1.10, 0.85, -1.83, 0.24, -0.83, 0.45, -0.48, -1.14, -0.51, 0.77, 0.02, -0.40, 1.11, -0.40, -0.24, -0.43, -1.14, 0.35, 0.33, 0.27, 0.25, 0.36, 0.48, 0.30, 0.48, 0.35, 0.23, 0.17, 0.43, 0.47, 0.21, 0.46, 0.21, 0.39, 0.50, -0.57, 1.31, -0.44, 1.07, -0.71, -0.18, -0.09, -0.69, -0.80, -0.18, -0.24, -0.11, -0.41, -0.64, -0.46, -0.56, -0.42, -0.23, -0.39, -0.66, -0.42, -0.70, -0.19, 0.01, -0.10, -0.73, -0.49, -0.60, -0.53, 0.28, 0.36, 0.39, 0.23, 0.16, 0.38, 0.38, 0.34, 0.41, 0.25, 0.42, 0.40, 0.35, 0.40, 0.30, 0.37, 0.39, 0.33, 0.36, 0.43, -0.05, 0.15, -0.72, 0.16, -0.10, 0.75, -0.37, 0.14, -0.47, -0.63, -0.60, 0.33, 0.36, 0.33, 0.33, -0.50, -0.08, -0.22, 0.12, 0.29, 0.34, 0.26, -0.47, 0.12, 0.21, 0.16]
}


no.,E (eV),highest occupied orbital energy (eV)
1,-116550.7269,-11.0286
2,-109446.9455,-1.8002